This record from OMol25 describes a 14-piece molecular cluster, C84H109N20O25P3 overall. The level of theory is ωB97M-V with the def2-TZVPD basis set.

Bonds (Å) are listed after each position.
Element x y z (Å)
1 C 2.541 3.997 -3.588  C2 1.387, C6 1.396, H10 1.083
2 C 3.743 4.685 -3.640  C1 1.387, C3 1.387, H11 1.082
3 C 4.667 4.576 -2.611  C2 1.387, C4 1.374, H12 1.083
4 C 4.398 3.767 -1.534  C3 1.374, C5 1.403, N7 1.452
5 C 3.145 3.143 -1.429  C4 1.403, C6 1.379, H13 1.082
6 C 2.205 3.298 -2.426  C1 1.396, C5 1.379, H14 1.084
7 N 5.292 3.617 -0.401  C4 1.452, O8 1.220, O9 1.221
8 O 5.948 4.583 -0.045  N7 1.220
9 O 5.380 2.522 0.132  N7 1.221
10 H 1.717 4.088 -4.284  C1 1.083
11 H 3.984 5.282 -4.509  C2 1.082
12 H 5.539 5.217 -2.643  C3 1.083
13 H 3.042 2.463 -0.593  C5 1.082
14 H 1.275 2.748 -2.347  C6 1.084
15 C 1.419 -4.416 1.261  C16 1.398, C20 1.400, H24 1.077
16 C 2.241 -5.539 1.386  C15 1.398, C17 1.375, H25 1.083
17 C 2.215 -6.545 0.448  C16 1.375, C18 1.390, H26 1.083
18 C 1.479 -6.404 -0.722  C17 1.390, C19 1.395, N21 1.459
19 C 0.682 -5.269 -0.861  C18 1.395, C20 1.383, H27 1.084
20 C 0.577 -4.326 0.147  C15 1.400, C19 1.383, H28 1.079
21 N 1.439 -7.444 -1.744  C18 1.459, O22 1.214, O23 1.223
22 O 0.867 -7.243 -2.796  N21 1.214
23 O 1.986 -8.496 -1.443  N21 1.223
24 H 1.527 -3.634 1.994  C15 1.077
25 H 2.915 -5.506 2.233  C16 1.083
26 H 2.774 -7.470 0.527  C17 1.083
27 H 0.071 -5.260 -1.756  C19 1.084
28 H -0.054 -3.469 -0.036  C20 1.079
29 C -6.878 -2.312 1.911  C30 1.382, C34 1.395, H38 1.083
30 C -6.976 -2.444 0.539  C29 1.382, C31 1.387, H39 1.080
31 C -5.885 -2.938 -0.160  C30 1.387, C32 1.379, H40 1.084
32 C -4.723 -3.260 0.510  C31 1.379, C33 1.384, N35 1.458
33 C -4.645 -3.138 1.886  C32 1.384, C34 1.385, H41 1.082
34 C -5.704 -2.608 2.603  C29 1.395, C33 1.385, H42 1.080
35 N -3.543 -3.749 -0.192  C32 1.458, O36 1.213, O37 1.221
36 O -3.598 -3.874 -1.398  N35 1.213
37 O -2.553 -4.098 0.432  N35 1.221
38 H -7.671 -1.744 2.382  C29 1.083
39 H -7.858 -2.111 0.014  C30 1.080
40 H -5.868 -3.016 -1.241  C31 1.084
41 H -3.747 -3.480 2.382  C33 1.082
42 H -5.726 -2.595 3.684  C34 1.080
43 C 0.838 -3.434 4.479  C44 1.399, C48 1.398, H52 1.077
44 C 1.707 -4.397 5.003  C43 1.399, C45 1.379, H53 1.083
45 C 1.323 -5.708 5.183  C44 1.379, C46 1.393, H54 1.081
46 C 0.068 -6.113 4.731  C45 1.393, C47 1.395, N49 1.460
47 C -0.781 -5.208 4.094  C46 1.395, C48 1.393, H55 1.081
48 C -0.408 -3.868 4.015  C43 1.398, C47 1.393, H56 1.083
49 N -0.294 -7.528 4.752  C46 1.460, O50 1.222, O51 1.209
50 O 0.562 -8.336 5.080  N49 1.222
51 O -1.397 -7.866 4.389  N49 1.209
52 H 1.142 -2.402 4.423  C43 1.077
53 H 2.624 -4.022 5.443  C44 1.083
54 H 2.044 -6.406 5.584  C45 1.081
55 H -1.751 -5.547 3.760  C47 1.081
56 H -1.133 -3.145 3.663  C48 1.083
57 C 0.177 -0.346 -7.552  C58 1.397, C62 1.400, H66 1.082
58 C 0.251 0.083 -6.225  C57 1.397, C59 1.381, H67 1.082
59 C -0.040 1.391 -5.887  C58 1.381, C60 1.372, H68 1.078
60 C -0.585 2.240 -6.816  C59 1.372, C61 1.377, N63 1.438
61 C -0.804 1.780 -8.095  C60 1.377, C62 1.387, H69 1.083
62 C -0.389 0.518 -8.496  C57 1.400, C61 1.387, H70 1.080
63 N -0.811 3.602 -6.412  C60 1.438, O64 1.214, O65 1.208
64 O -0.472 3.861 -5.275  N63 1.214
65 O -1.326 4.409 -7.149  N63 1.208
66 H 0.410 -1.384 -7.746  C57 1.082
67 H 0.698 -0.565 -5.483  C58 1.082
68 H 0.109 1.707 -4.867  C59 1.078
69 H -1.301 2.311 -8.897  C61 1.083
70 H -0.556 0.227 -9.523  C62 1.080
71 C 2.699 4.769 2.063  C72 1.380, C76 1.397, H80 1.084
72 C 2.820 6.111 1.766  C71 1.380, C73 1.380, H81 1.081
73 C 1.880 6.691 0.939  C72 1.380, C74 1.375, H82 1.081
74 C 0.888 5.921 0.379  C73 1.375, C75 1.398, N77 1.461
75 C 0.693 4.579 0.720  C74 1.398, C76 1.411, H83 1.081
76 C 1.655 3.986 1.564  C71 1.397, C75 1.411, H84 1.080
77 N -0.145 6.615 -0.388  C74 1.461, O78 1.202, O79 1.216
78 O -1.169 6.048 -0.664  N77 1.202
79 O 0.088 7.755 -0.741  N77 1.216
80 H 3.476 4.380 2.712  C71 1.084
81 H 3.576 6.692 2.275  C72 1.081
82 H 1.841 7.767 0.842  C73 1.081
83 H -0.204 4.080 0.383  C75 1.081
84 H 1.589 2.950 1.862  C76 1.080
85 C 1.235 -0.429 5.909  C86 1.392, C90 1.404, H94 1.081
86 C 0.403 0.279 5.047  C85 1.392, C87 1.384, H95 1.083
87 C -0.974 0.179 5.144  C86 1.384, C88 1.382, H96 1.082
88 C -1.604 -0.653 6.050  C87 1.382, C89 1.386, N91 1.458
89 C -0.784 -1.297 6.963  C88 1.386, C90 1.397, H97 1.083
90 C 0.609 -1.207 6.895  C85 1.404, C89 1.397, H98 1.081
91 N -3.055 -0.792 6.091  C88 1.458, O92 1.224, O93 1.212
92 O -3.620 -0.613 5.020  N91 1.224
93 O -3.593 -1.073 7.140  N91 1.212
94 H 2.311 -0.336 5.859  C85 1.081
95 H 0.893 0.808 4.239  C86 1.083
96 H -1.573 0.703 4.412  C87 1.082
97 H -1.171 -2.053 7.636  C89 1.083
98 H 1.126 -1.879 7.566  C90 1.081
99 C -3.665 4.121 3.504  C100 1.386, C104 1.382, H108 1.084
100 C -3.855 3.217 4.537  C99 1.386, C101 1.365, H109 1.080
101 C -4.758 2.202 4.398  C100 1.365, C102 1.398, H110 1.081
102 C -5.488 2.057 3.215  C101 1.398, C103 1.375, N105 1.447
103 C -5.334 2.976 2.205  C102 1.375, C104 1.406, H111 1.082
104 C -4.373 3.995 2.323  C99 1.382, C103 1.406, H112 1.080
105 N -6.370 0.929 3.007  C102 1.447, O106 1.215, O107 1.212
106 O -6.791 0.316 3.968  N105 1.215
107 O -6.703 0.707 1.862  N105 1.212
108 H -3.037 4.985 3.688  C99 1.084
109 H -3.332 3.245 5.482  C100 1.080
110 H -4.910 1.594 5.279  C101 1.081
111 H -5.855 2.946 1.257  C103 1.082
112 H -4.244 4.725 1.537  C104 1.080
113 C 8.413 -2.383 3.217  C114 1.394, C118 1.411, H122 1.082
114 C 8.062 -1.047 3.409  C113 1.394, C115 1.377, H123 1.079
115 C 6.720 -0.737 3.406  C114 1.377, C116 1.374, H124 1.086
116 C 5.706 -1.659 3.308  C115 1.374, C117 1.400, N119 1.449
117 C 6.097 -2.999 3.198  C116 1.400, C118 1.374, H125 1.084
118 C 7.416 -3.382 3.201  C113 1.411, C117 1.374, H126 1.080
119 N 4.311 -1.279 3.210  C116 1.449, O120 1.214, O121 1.216
120 O 4.050 -0.099 3.334  N119 1.214
121 O 3.495 -2.160 3.020  N119 1.216
122 H 9.455 -2.674 3.237  C113 1.082
123 H 8.798 -0.264 3.506  C114 1.079
124 H 6.407 0.298 3.503  C115 1.086
125 H 5.291 -3.723 3.187  C117 1.084
126 H 7.698 -4.425 3.176  C118 1.080
127 C 2.181 6.762 6.725  C128 1.393, C132 1.370, H136 1.085
128 C 2.444 6.565 5.371  C127 1.393, C129 1.402, H137 1.079
129 C 1.692 5.591 4.700  C128 1.402, C130 1.402, H138 1.084
130 C 0.754 4.826 5.407  C129 1.402, C131 1.385, N133 1.460
131 C 0.606 5.004 6.772  C130 1.385, C132 1.377, H139 1.082
132 C 1.311 5.981 7.440  C127 1.370, C131 1.377, H140 1.081
133 N 0.024 3.754 4.737  C130 1.460, O134 1.205, O135 1.217
134 O 0.311 3.451 3.607  N133 1.205
135 O -0.913 3.287 5.358  N133 1.217
136 H 2.795 7.515 7.208  C127 1.085
137 H 3.145 7.218 4.875  C128 1.079
138 H 1.614 5.575 3.619  C129 1.084
139 H -0.044 4.301 7.275  C131 1.082
140 H 1.188 6.084 8.509  C132 1.081
141 C -0.131 -5.530 -6.641  C142 1.395, C146 1.398, H150 1.081
142 C -0.503 -4.790 -7.764  C141 1.395, C143 1.388, H151 1.082
143 C -1.311 -3.665 -7.664  C142 1.388, C144 1.375, H152 1.080
144 C -1.602 -3.225 -6.395  C143 1.375, C145 1.387, N147 1.472
145 C -1.166 -3.868 -5.246  C144 1.387, C146 1.393, H153 1.081
146 C -0.451 -5.057 -5.365  C141 1.398, C145 1.393, H154 1.081
147 N -2.610 -2.162 -6.248  C144 1.472, O148 1.213, O149 1.211
148 O -2.552 -1.444 -5.271  N147 1.213
149 O -3.483 -2.083 -7.082  N147 1.211
150 H 0.353 -6.479 -6.823  C141 1.081
151 H -0.165 -5.098 -8.744  C142 1.082
152 H -1.555 -3.208 -8.612  C143 1.080
153 H -1.395 -3.455 -4.274  C145 1.081
154 H -0.217 -5.622 -4.473  C146 1.081
155 O -5.225 2.334 -1.273  P156 1.482
156 P -5.395 2.535 -2.731  O155 1.482, N157 1.650, N160 1.684, N163 1.647
157 N -5.818 1.171 -3.557  P156 1.650, C158 1.466, C159 1.467
158 C -7.217 0.748 -3.439  N157 1.466, H166 1.099, H167 1.092, H168 1.086
159 C -4.931 0.002 -3.540  N157 1.467, H169 1.086, H170 1.090, H171 1.097
160 N -3.998 2.945 -3.578  P156 1.684, C161 1.467, C162 1.478
161 C -3.951 3.101 -5.036  N160 1.467, H172 1.091, H173 1.091, H174 1.088
162 C -2.760 3.267 -2.838  N160 1.478, H175 1.087, H176 1.087, H177 1.095
163 N -6.586 3.628 -3.044  P156 1.647, C164 1.476, C165 1.461
164 C -7.474 4.064 -1.949  N163 1.476, H178 1.087, H179 1.091, H180 1.091
165 C -7.106 3.996 -4.359  N163 1.461, H181 1.092, H182 1.092, H183 1.090
166 H -7.476 0.321 -2.459  C158 1.099
167 H -7.365 -0.091 -4.121  C158 1.092
168 H -7.898 1.578 -3.603  C158 1.086
169 H -3.897 0.311 -3.659  C159 1.086
170 H -5.233 -0.694 -4.323  C159 1.090
171 H -5.096 -0.515 -2.586  C159 1.097
172 H -4.045 2.156 -5.573  C161 1.091
173 H -4.726 3.775 -5.406  C161 1.091
174 H -3.028 3.648 -5.220  C161 1.088
175 H -2.802 2.845 -1.837  C162 1.087
176 H -1.890 2.966 -3.415  C162 1.087
177 H -2.781 4.356 -2.723  C162 1.095
178 H -7.134 3.630 -1.013  C164 1.087
179 H -7.432 5.149 -1.841  C164 1.091
180 H -8.502 3.757 -2.149  C164 1.091
181 H -8.191 4.062 -4.252  C165 1.092
182 H -6.921 3.168 -5.047  C165 1.092
183 H -6.728 4.928 -4.780  C165 1.090
184 O 6.185 -2.776 -3.069  P185 1.482
185 P 5.623 -2.362 -1.761  O184 1.482, N186 1.662, N189 1.695, N192 1.691
186 N 6.359 -3.133 -0.484  P185 1.662, C187 1.478, C188 1.464
187 C 7.828 -2.992 -0.415  N186 1.478, H195 1.088, H196 1.087, H197 1.091
188 C 5.887 -4.453 -0.063  N186 1.464, H198 1.088, H199 1.096, H200 1.092
189 N 3.946 -2.552 -1.608  P185 1.695, C190 1.460, C191 1.444
190 C 3.269 -2.288 -0.341  N189 1.460, H201 1.092, H202 1.089, H203 1.088
191 C 3.115 -2.579 -2.789  N189 1.444, H204 1.099, H205 1.091, H206 1.095
192 N 5.876 -0.721 -1.444  P185 1.691, C193 1.441, C194 1.477
193 C 5.600 0.323 -2.398  N192 1.441, H207 1.099, H208 1.089, H209 1.093
194 C 6.038 -0.268 -0.048  N192 1.477, H210 1.096, H211 1.089, H212 1.088
195 H 8.080 -2.954 0.643  C187 1.088
196 H 8.116 -2.050 -0.875  C187 1.087
197 H 8.236 -3.871 -0.916  C187 1.091
198 H 6.537 -4.802 0.737  C188 1.088
199 H 5.889 -5.107 -0.943  C188 1.096
200 H 4.862 -4.520 0.307  C188 1.092
201 H 3.544 -1.321 0.083  C190 1.092
202 H 2.199 -2.210 -0.525  C190 1.089
203 H 3.417 -3.070 0.401  C190 1.088
204 H 2.902 -3.573 -3.206  C191 1.099
205 H 2.143 -2.115 -2.617  C191 1.091
206 H 3.594 -2.076 -3.636  C191 1.095
207 H 4.542 0.445 -2.669  C193 1.099
208 H 5.910 1.282 -1.984  C193 1.089
209 H 6.155 0.181 -3.329  C193 1.093
210 H 7.035 -0.421 0.381  C194 1.096
211 H 5.341 -0.778 0.615  C194 1.089
212 H 5.899 0.811 -0.017  C194 1.088
213 O -0.207 2.253 -0.548  P214 1.489
214 P -0.512 0.851 -0.149  O213 1.489, N215 1.707, N218 1.694, N221 1.675
215 N -0.690 -0.193 -1.489  P214 1.707, C216 1.440, C217 1.440
216 C -0.797 0.434 -2.780  N215 1.440, H224 1.099, H225 1.092, H226 1.088
217 C -1.327 -1.481 -1.388  N215 1.440, H227 1.101, H228 1.088, H229 1.095
218 N -1.954 0.671 0.722  P214 1.694, C219 1.468, C220 1.459
219 C -3.223 0.848 0.007  N218 1.468, H230 1.088, H231 1.091, H232 1.094
220 C -1.896 1.370 2.001  N218 1.459, H233 1.088, H234 1.092, H235 1.098
221 N 0.652 0.086 0.782  P214 1.675, C222 1.443, C223 1.463
222 C 0.402 -0.961 1.743  N221 1.443, H236 1.089, H237 1.099, H238 1.092
223 C 1.903 0.810 1.003  N221 1.463, H239 1.087, H240 1.097, H241 1.092
224 H -1.841 0.740 -2.938  C216 1.099
225 H -0.559 -0.245 -3.603  C216 1.092
226 H -0.114 1.277 -2.859  C216 1.088
227 H -2.359 -1.399 -1.763  C217 1.101
228 H -1.388 -1.852 -0.367  C217 1.088
229 H -0.876 -2.217 -2.062  C217 1.095
230 H -3.230 0.368 -0.970  C219 1.088
231 H -4.026 0.446 0.626  C219 1.091
232 H -3.419 1.908 -0.183  C219 1.094
233 H -1.007 1.102 2.569  C220 1.088
234 H -2.033 2.443 1.847  C220 1.092
235 H -2.731 0.964 2.587  C220 1.098
236 H 0.995 -1.855 1.557  C222 1.089
237 H 0.705 -0.694 2.765  C222 1.099
238 H -0.674 -1.090 1.872  C222 1.092
239 H 2.609 0.199 1.559  C223 1.087
240 H 1.751 1.724 1.590  C223 1.097
241 H 2.369 1.158 0.079  C223 1.092

The molecular weight is 1891.8 g mol⁻¹. For the energy, the calculation gives -7265.5150 Ha. The HOMO-LUMO gap comes out at 6.71 eV.